Computed, not measured: the ion C8H14N2P with charge +1 in a non-equilibrium geometry, with the ωB97M-V functional and the def2-TZVPD basis.

```
25
Properties=species:S:1:pos:R:3:lowdin_charge:R:1
C -2.641 -1.123 -1.954 -0.277
P -1.860 0.062 -0.674 0.978
C -0.571 -1.121 0.206 -0.413
C 0.448 -1.595 -0.709 -0.113
C 1.399 -0.853 -1.254 -0.147
N 1.734 0.472 -1.099 0.144
C 1.571 1.157 -0.091 -0.366
C 2.223 2.516 0.006 -0.007
N 0.819 0.876 1.081 0.200
C -0.112 -0.086 1.218 -0.285
C -0.668 -0.294 2.550 -0.024
H -3.660 -0.660 -2.123 0.054
H -2.739 -2.078 -1.527 0.012
H -2.175 -1.145 -2.896 0.017
H -0.973 0.498 -1.605 -0.068
H -1.252 -1.861 0.720 0.138
H 0.649 -2.726 -0.890 0.161
H 2.017 -1.309 -2.020 0.120
H 1.599 3.414 0.230 0.099
H 2.839 2.795 -0.873 0.100
H 3.001 2.348 0.803 0.106
H 0.775 1.457 1.930 0.176
H -1.703 0.285 2.697 0.167
H -0.006 0.285 3.240 0.097
H -0.714 -1.313 3.032 0.131
```

Values from the calculation:
LUMO energy	-0.18354	hartree
HOMO-LUMO gap	7.59	eV
calculated total energy	-763.7584	Eh
total charge	+1